# 1
The following is a DFT calculation (ωB97M-V/def2-TZVPD) of a structure of composition C21H29BrOPd.

Electronic energy in Eh: -3594.6438
M in Da: 483.786
E_HOMO in Ha: -0.29550
Frontier orbital gap in eV: 6.9
Energy relative to the best compared isomer or geometry (same formula, charge and spin) in kJ/mol: 166.7

Structure (ORCA input):
```
! RIJCOSX wB97M-V def2-TZVPD def2/J DEFGRID3
* xyz 0 1
Pd -0.109 0.429 -0.844
C -2.815 4.938 -0.867
C -2.284 3.527 -1.119
C -1.676 3.414 -2.520
C -1.277 3.098 -0.073
C -1.425 1.871 0.592
C -0.460 1.435 1.511
C 0.646 2.225 1.819
C 1.734 1.717 2.716
C 0.756 3.455 1.190
C -0.179 3.879 0.254
H -3.591 5.184 -1.593
H -2.022 5.681 -0.970
H -3.237 5.032 0.134
H -3.126 2.831 -1.060
H -0.806 4.068 -2.613
H -2.403 3.701 -3.283
H -1.346 2.395 -2.726
H -2.343 1.310 0.455
H -0.605 0.499 2.041
H 2.502 1.236 2.103
H 1.364 0.987 3.436
H 2.207 2.535 3.261
H 1.615 4.080 1.403
H -0.032 4.831 -0.240
C -0.951 -1.090 -1.018
C -1.259 -2.232 -0.207
C -1.987 -2.039 0.974
C -2.281 -3.117 1.789
C -1.855 -4.389 1.426
C -1.145 -4.590 0.246
C -0.847 -3.518 -0.573
H -2.313 -1.040 1.237
H -2.838 -2.970 2.705
H -2.080 -5.233 2.065
H -0.821 -5.585 -0.025
H -0.275 -3.649 -1.480
C 1.755 -2.155 1.715
C 2.673 -2.629 0.608
O 2.024 -2.408 -0.624
C 2.851 -2.680 -1.739
C 2.151 -2.215 -2.995
H 2.258 -2.217 2.681
H 0.850 -2.765 1.757
H 1.468 -1.118 1.530
H 2.910 -3.697 0.725
H 3.619 -2.074 0.628
H 3.067 -3.757 -1.788
H 3.809 -2.158 -1.613
H 1.194 -2.728 -3.109
H 2.762 -2.439 -3.870
H 1.962 -1.144 -2.946
Br 2.211 1.276 -1.106
*
```


# 2
The following is a DFT calculation (ωB97M-V/def2-TZVPD) of the molecule C21H29ClN4O3 at a distorted geometry.

Electronic energy in Eh: -1722.5573
M in Da: 420.941
E_HOMO in Ha: -0.30573
Frontier orbital gap in eV: 8.9
Energy relative to the best compared isomer or geometry (same formula, charge and spin) in kJ/mol: 27.4
SMILES: CCCCN(CCCC)Cc1ccc(C(=O)NNC(=O)Nc2ccc(Cl)cc2)o1

Structure (ORCA input):
```
! RIJCOSX wB97M-V def2-TZVPD def2/J DEFGRID3
* xyz 0 1
C 5.632 1.086 -4.062
C 4.981 0.819 -2.712
C 4.646 -0.658 -2.524
C 4.017 -0.927 -1.156
N 4.883 -0.501 -0.067
C 5.990 -1.391 0.220
C 5.641 -2.719 0.910
C 6.879 -3.593 1.090
C 6.546 -4.909 1.784
C 4.147 -0.088 1.115
C 3.410 1.183 0.847
C 3.851 2.414 0.442
C 2.707 3.225 0.318
C 1.637 2.435 0.660
C 0.213 2.744 0.703
O -0.272 3.825 0.406
N -0.563 1.728 1.170
N -1.952 1.890 1.133
C -2.693 0.808 0.700
O -2.194 -0.293 0.600
N -4.010 1.127 0.504
C -5.067 0.272 0.185
C -6.342 0.825 0.076
C -7.428 0.033 -0.242
C -7.243 -1.324 -0.454
Cl -8.599 -2.320 -0.851
C -5.981 -1.886 -0.349
C -4.895 -1.093 -0.031
O 2.071 1.188 0.977
H 6.560 0.526 -4.157
H 5.857 2.144 -4.176
H 4.970 0.788 -4.873
H 4.066 1.409 -2.624
H 5.651 1.125 -1.908
H 3.941 -0.978 -3.295
H 5.554 -1.251 -2.644
H 3.093 -0.348 -1.089
H 3.747 -1.992 -1.080
H 6.493 -1.604 -0.725
H 6.696 -0.839 0.850
H 4.905 -3.262 0.314
H 5.198 -2.521 1.889
H 7.320 -3.801 0.112
H 7.622 -3.050 1.678
H 5.822 -5.475 1.202
H 6.124 -4.724 2.769
H 7.441 -5.516 1.902
H 4.873 0.084 1.916
H 3.417 -0.839 1.460
H 4.866 2.692 0.255
H 2.657 4.253 0.023
H -0.270 0.759 1.191
H -2.165 2.848 0.860
H -4.272 2.091 0.653
H -6.485 1.883 0.241
H -8.413 0.465 -0.325
H -5.846 -2.943 -0.516
H -3.913 -1.525 0.052
*
```